{"formula": "C29H30As2Cl2I2IrN3O", "method": "the ωB97M-V functional and the def2-TZVPD basis", "symbols": ["H", "As", "C", "H", "C", "H", "C", "H", "C", "H", "C", "H", "C", "H", "H", "H", "N", "I", "C", "H", "C", "C", "H", "C", "C", "H", "As", "H", "C", "Cl", "H", "H", "H", "H", "C", "C", "I", "C", "C", "H", "C", "H", "C", "C", "H", "C", "Cl", "C", "H", "N", "C", "C", "C", "H", "H", "C", "H", "H", "Ir", "H", "O", "C", "C", "C", "H", "N", "H", "H", "H", "C"], "xyz": [[0.6279, 0.7169, -5.5200], [-2.5826, 0.3268, -0.9340], [-3.8327, -0.9357, 0.0691], [-0.5491, 0.8411, -3.3364], [1.4008, 0.3855, 4.8074], [-4.8916, 2.2124, -1.6451], [0.5570, -5.4744, -1.2051], [0.1376, 3.2921, 2.4206], [0.5047, -5.9403, 0.0922], [3.9442, -0.6477, -0.8019], [2.3136, -0.2300, -2.1946], [4.1561, -0.4338, -3.2516], [-3.7355, 4.9167, 0.0945], [2.8615, 0.9831, 6.2664], [-5.3856, 4.6592, -1.1606], [2.2183, 0.4813, 0.5986], [-0.3375, -1.9415, -0.6431], [5.6444, -0.3305, 5.4131], [-2.1648, 2.9949, 0.2045], [1.1292, -1.8654, 1.5130], [-4.2305, 2.8320, -1.0455], [-3.0985, 2.2285, -0.5506], [-0.2524, -5.4726, 2.1104], [3.7371, -0.1337, 4.6627], [2.0480, -1.3457, 1.4692], [1.2670, 3.2689, -1.5799], [-0.3503, 2.2009, 0.1527], [1.0925, 1.8550, 1.9915], [0.6596, 3.6059, -0.7474], [0.2480, -3.5872, -3.1171], [-3.8278, -1.9957, -0.3045], [-0.1290, 4.3357, -1.0377], [-0.6083, 1.4978, 2.6787], [-2.8143, -0.7223, -3.3501], [2.8088, -0.8059, -0.8868], [2.5530, 0.3110, -4.5789], [-0.2544, 1.2621, 5.6413], [2.3265, -0.6674, 2.7868], [-2.5506, 4.2907, 0.6006], [1.2670, 4.1115, -0.0043], [-0.3905, -3.2572, -0.5037], [-3.5869, -0.9630, 1.1402], [0.0873, -4.2165, -1.5091], [3.1079, -0.1618, -3.3396], [2.6827, -1.9758, -0.8974], [1.1517, 0.5003, -4.6125], [-1.5783, -3.0748, 1.9724], [-0.0837, -5.1092, 1.0755], [-1.8331, 4.7893, 1.2242], [2.0454, -0.4556, 0.2951], [0.0574, 2.2283, 2.0988], [-4.5297, 4.1470, -0.7621], [3.5551, -0.6724, 3.3970], [-3.0534, 1.1318, -3.3638], [0.9979, -6.1254, -1.9580], [0.5038, 0.6073, -3.3876], [0.9151, -6.8753, 0.3247], [-4.8064, -0.5718, -0.1326], [-0.2403, -0.1354, -0.6640], [4.3343, -1.2593, 2.8385], [-0.0081, -0.7137, 3.1520], [-3.2360, 0.1575, -2.8422], [2.6854, 0.4385, 5.3497], [-0.6611, -3.8959, 0.7523], [-4.3703, 0.1090, -2.8259], [1.0370, 0.2207, -2.2119], [-3.9034, 5.9988, 0.2942], [3.1609, 0.3911, -5.4541], [2.9231, -2.0045, 1.3155], [1.1288, -0.3321, 3.5563]], "forces_ev_per_a": [[-0.2114, 0.1987, -0.2856], [-1.5639, -0.9273, -1.1063], [1.2425, -0.4590, -0.4023], [-0.1292, 0.0479, -0.2095], [0.1829, -0.3289, -0.1498], [-0.1625, 0.3493, -0.0528], [-0.0391, -0.1939, -0.4755], [-0.4655, -0.9146, 0.1102], [-0.7428, 2.1177, 0.6928], [-1.5247, -0.0626, 0.0917], [2.2159, -0.0151, -0.8363], [-0.1311, -0.0060, -0.0922], [1.6489, -0.9061, 0.3517], [-0.0509, -0.1380, 0.1227], [-0.3704, -0.2632, -0.3765], [0.3946, 0.6099, 0.0415], [-0.5159, -3.6340, -0.9165], [0.0554, 0.2113, 0.3493], [-1.1782, -0.7064, -1.2404], [-0.7742, -0.7455, 0.1056], [-0.6393, -1.0532, -0.1376], [1.5387, -0.1707, 0.6621], [0.2826, 0.1883, -0.8549], [0.7915, -0.3339, 0.0612], [2.6963, -0.0644, -0.3771], [-0.1593, -0.2074, -0.0555], [-0.7721, 0.7218, 1.2336], [-0.2975, -0.0223, 0.9203], [-0.8304, 0.8089, 0.5465], [0.0220, -0.1068, 0.2128], [0.5542, 1.1071, 0.0338], [0.6869, -0.5023, -0.1930], [0.9993, 1.4084, -0.9396], [-0.0693, 0.4855, 0.2413], [1.5753, -3.0144, -0.3986], [-0.0527, -0.9245, 0.5972], [0.0014, 0.0897, 0.4921], [-0.9014, -0.4822, 0.1863], [-0.0094, -0.3389, -0.8820], [0.2897, 0.0294, 0.0675], [0.6107, -0.2375, -0.1681], [-0.1155, 0.2672, -0.4452], [0.2027, 1.4246, -0.2264], [-0.8745, 0.4389, 1.0532], [0.2581, 1.8670, -0.3170], [0.4263, 0.9184, 1.8880], [0.2266, 0.0373, -0.3104], [-0.8002, -0.9621, 0.4671], [0.0004, 0.6962, 0.1806], [-1.6783, 1.2965, -0.2824], [0.6084, -0.1637, -0.9669], [0.1496, 1.4568, 0.7359], [-0.1560, -1.2947, -2.2265], [0.3798, -0.9856, 0.3594], [-0.2164, 0.4037, -0.1095], [-1.0327, -0.4010, -2.9087], [0.4029, -1.1407, 0.4561], [-1.0717, 0.5300, 0.1306], [-0.4123, 2.5950, 2.4637], [-0.4152, 1.0454, 0.8595], [1.6926, 1.1949, 0.9185], [-1.2486, 0.8843, 0.5431], [-1.2818, 0.6994, -0.0265], [0.4965, -0.0830, 0.5373], [1.2802, -0.3151, 0.1383], [0.1262, -0.0765, 0.9045], [-0.1267, -1.1385, -0.0688], [0.1926, -0.0871, -0.3311], [-0.6345, -0.2810, 0.0270], [-0.5761, -0.4414, -0.4137]], "mulliken_charge": [0.48, 0.69, -1.14, 0.24, -0.15, 0.39, -0.38, 0.51, -0.59, 0.37, 0.35, 0.41, -0.69, 0.41, 0.41, 0.30, 0.36, 0.18, -0.17, -0.70, -0.80, 0.20, 0.39, -0.16, 0.43, 0.36, 0.53, 0.25, -1.22, -0.16, 0.33, 0.40, 0.14, 0.38, -0.64, -0.89, 0.18, -0.49, -0.30, 0.43, -0.60, 0.31, 0.40, -0.59, 0.24, -0.78, -0.10, -0.52, 0.45, -0.23, -0.96, -0.59, -0.21, 0.43, 0.43, -0.47, 0.49, 0.50, 1.14, 0.35, -0.39, -1.33, -0.33, 0.57, 0.45, 0.18, 0.36, 0.42, 0.63, 0.11], "energy_ha": -7453.7609, "total_charge": 1, "fmax_ev_per_a": 3.78, "spin_multiplicity": 6, "s2": 8.8863}